No. 1
This record from the OMol25 dataset describes a structure of composition C3H9NO3 at a distorted geometry. The level of theory is ωB97M-V with the def2-TZVPD basis set.

Structure (XYZ):
```
16
Properties=species:S:1:pos:R:3:forces:R:3
C -1.00111 0.32052 -0.17439 1.35 -0.12 3.66
C 0.21006 -0.38821 -0.53638 -1.26 0.71 -4.88
C 1.56651 0.25616 -0.54387 -0.05 0.05 0.13
N -0.78186 -1.22588 1.99046 -0.11 0.50 -0.19
O -0.31884 0.02980 1.48081 -1.40 0.55 -0.35
O -0.41475 -0.32849 -2.15073 1.35 -0.63 0.90
O -1.13462 1.65382 -0.35593 0.21 -0.73 0.40
H -0.28358 2.08748 -0.19208 -0.11 -0.09 -0.07
H -0.32185 0.57613 -2.49196 0.16 -0.29 0.33
H -1.94592 -0.20787 -0.19020 0.18 0.04 -0.03
H 0.18231 -1.45900 -0.37944 -0.13 0.15 0.20
H -0.00024 -1.58643 2.53808 -0.11 0.09 -0.13
H -1.50833 -0.97922 2.66252 0.10 -0.13 -0.01
H 2.19766 -0.23343 -1.28738 -0.12 -0.03 0.09
H 2.02502 0.16822 0.44221 -0.02 -0.01 -0.09
H 1.52955 1.31639 -0.81173 -0.04 -0.06 0.02
```
Positions in Å, forces in eV/Å.

HOMO-LUMO gap ... 9.16 eV
Relative energy (zero: lowest compared OMol25 entry of this formula, charge and spin) ... 525.8 kJ/mol

No. 2
This record from the OMol25 dataset describes a structure of composition C4H2Li2O2 at a distorted geometry. The level of theory is ωB97M-V with the def2-TZVPD basis set.

Structure (XYZ):
```
10
Properties=species:S:1:pos:R:3:forces:R:3
C -1.33844 0.31417 -1.24329 0.80 1.02 0.00
C -0.66989 0.70234 -2.23124 -0.21 -0.59 -0.06
O -1.78360 0.05030 -0.13548 -0.21 -0.55 -0.01
Li -1.25822 -0.34912 1.58475 0.39 0.25 -0.35
H -0.73967 1.18256 -3.19601 -0.11 -0.24 0.38
C 0.79344 -0.15100 2.28520 -0.11 -0.74 -0.09
C 1.27390 -0.61170 1.22049 -0.22 1.52 0.20
O 1.62187 -0.79726 0.06144 -0.09 -0.67 -0.06
Li 1.06964 -0.43407 -1.65568 -0.23 0.23 0.39
H 1.03098 0.09378 3.30982 -0.01 -0.23 -0.40
```
Positions in Å, forces in eV/Å.

HOMO-LUMO gap ... 8.27 eV
Relative energy (zero: lowest compared OMol25 entry of this formula, charge and spin) ... 0.0 kJ/mol

No. 3
This record from the OMol25 dataset describes a cluster of 2 separate species, C5H13NO in total at a distorted geometry. The level of theory is ωB97M-V with the def2-TZVPD basis set.

Structure (XYZ):
```
20
Properties=species:S:1:pos:R:3:forces:R:3
C -0.84676 -0.47504 -1.57399 1.28 3.35 -1.14
C 0.37558 -0.72661 -0.67897 -0.50 -3.13 1.38
C 0.10036 -0.34625 0.74599 0.13 1.92 -0.67
C -0.19987 0.92788 1.24582 0.99 0.05 0.28
N -0.32366 1.26160 2.57069 -3.38 1.39 -1.33
C -0.86208 0.36537 3.65602 1.19 0.99 0.48
H -0.50740 0.22705 -2.45539 -0.99 -1.91 1.29
H -1.47946 -1.29527 -1.81339 0.25 -0.99 -0.66
H -1.51974 0.14487 -1.00631 -0.44 0.60 0.16
H 1.29443 -0.15683 -0.91769 -0.31 -0.55 -0.43
H 0.54347 -1.91607 -0.62445 0.32 2.85 -0.39
H 0.38272 -0.94968 1.51689 0.48 -2.42 1.80
H -0.08103 1.73401 0.51596 -0.68 0.26 0.53
H -0.96659 2.12849 2.61186 2.18 -0.96 0.04
H -0.19017 -0.48952 3.75491 -0.73 -0.22 -0.06
H -1.90354 0.25202 3.41178 -0.33 -1.05 -0.17
H -0.89413 0.90023 4.64370 0.56 -0.19 -1.11
H 2.90291 -0.08752 -4.74190 -0.14 1.96 0.47
H 1.66921 -0.71804 -5.65217 -0.27 1.11 0.14
O 2.50575 -0.78070 -5.20935 0.40 -3.05 -0.61
```
Positions in Å, forces in eV/Å.

Total charge ... +1
HOMO-LUMO gap (alpha / beta) ... 9.82 / 6.56 eV
2S+1 ... 2
Relative energy (zero: lowest compared OMol25 entry of this formula, charge and spin) ... 222.0 kJ/mol

Q: What is the relative energy (zero: lowest compared OMol25 entry of this formula, charge and spin) in the first record?
A: 525.8 kJ/mol

Q: What is the relative energy (zero: lowest compared OMol25 entry of this formula, charge and spin) in the third record?
A: 222.0 kJ/mol